Entry 1:
16
Properties=species:S:1:pos:R:3 method="wB97M-V/def2-TZVPD" total_charge=0 relative_energy_ev=4.383 e_lumo_ha=0.036 gap_ev=9.5
O -2.66276 -0.02659 1.24451
C -2.10875 -0.36711 0.11237
C -1.04186 0.62494 -0.29778
C 0.36518 0.01895 -0.15359
C 1.50215 0.72677 -0.78197
N 1.26995 0.83368 0.66063
C 0.43929 -1.48720 -0.00690
H -2.29930 0.80632 1.62545
H -0.05940 -1.99421 -0.83744
H -1.05452 1.56693 0.28359
H -1.22259 0.87251 -1.35176
H 1.32746 1.64050 -1.34685
H 2.34276 0.13081 -1.13612
H 1.92477 0.24116 1.16647
H 1.48359 -1.81794 0.03148
H -0.06022 -1.81232 0.91335


Entry 2:
16
Properties=species:S:1:pos:R:3 method="wB97M-V/def2-TZVPD" total_charge=0 relative_energy_ev=2.655 e_lumo_ha=0.037 smiles="C[C@H]1N[C@H]1CC=O" gap_ev=10.6
C 1.33228 0.14581 1.38235
C 1.07649 0.76221 0.01921
N 1.37732 -0.02328 -1.18765
C -0.01591 0.29306 -0.85665
C -0.97618 -0.82737 -0.66662
C -2.07839 -0.41500 0.25976
O -2.10580 0.65386 0.82505
H 1.35303 -0.94842 1.36189
H 2.27801 0.49268 1.81102
H 0.52933 0.46649 2.06159
H 1.18755 1.84734 0.03072
H 1.28338 0.38935 -2.10986
H -0.44615 1.15465 -1.37421
H -0.46478 -1.72930 -0.31055
H -1.43229 -1.11436 -1.62925
H -2.89789 -1.14772 0.38320


Entry 3:
16
Properties=species:S:1:pos:R:3 method="wB97M-V/def2-TZVPD" total_charge=0 relative_energy_ev=4.649 e_lumo_ha=0.031 gap_ev=8.0
C 1.22775 0.11388 0.83947
C 1.35990 0.23858 -1.14047
C 0.49486 -0.49808 -0.10101
C -0.32822 -1.82560 -0.09931
C -2.34075 1.22047 0.49431
N 2.03449 0.82126 0.02034
O -1.41114 1.18489 -0.24731
H 0.97176 0.37161 1.89163
H 1.99714 -0.35970 -1.83841
H 0.96299 1.02869 -1.70917
H 0.30707 -2.68000 -0.27705
H -1.10986 -1.93002 -0.84940
H -0.80266 -1.92066 0.99847
H -3.04176 0.41389 0.75597
H -2.70661 2.06800 1.10374
H 2.38504 1.75279 0.15820


Entry 4:
16
Properties=species:S:1:pos:R:3 method="wB97M-V/def2-TZVPD" total_charge=0 relative_energy_ev=1.610 e_lumo_ha=0.037 gap_ev=11.0
C -1.39718 -1.34776 -0.77784
C -0.79643 -0.10029 -0.21401
O -1.21395 0.18785 1.14089
C 0.67846 -0.06754 0.23235
C 1.73394 0.51804 -0.67954
C 0.06197 0.68341 1.38316
N 0.29587 1.61958 2.18335
H -0.99773 -1.50624 -1.78400
H -2.48453 -1.24855 -0.83880
H -1.15056 -2.20500 -0.14532
H -1.02677 0.78459 -0.82429
H -0.66391 1.77956 2.50734
H 0.95320 -1.07183 0.57920
H 2.66967 0.70829 -0.14730
H 1.39341 1.45704 -1.12655
H 1.94454 -0.19114 -1.48866


Entry 5:
16
Properties=species:S:1:pos:R:3 method="wB97M-V/def2-TZVPD" total_charge=0 relative_energy_ev=3.001 e_lumo_ha="0.035 / 0.035" gap_ev="7.5 / 7.5"
C -1.90771 -0.06119 0.01186
C -0.43554 -0.05815 -0.24826
C 0.18184 -1.02876 -1.18140
N 0.28132 1.00386 0.11168
C 1.60379 1.20874 0.05335
C 1.19166 -0.89529 1.86984
O 0.97198 -0.53155 2.93045
H -2.24170 -1.05115 0.34830
H -2.49980 0.19131 -0.88179
H -2.17601 0.65736 0.79671
H -0.39446 -1.93931 -1.27349
H 1.17702 -1.31716 -0.86861
H 0.28891 -0.62748 -2.18646
H -0.21765 1.67414 0.68837
H 2.19275 0.65410 -0.65760
H 1.98360 2.12053 0.48706


Entry 6:
16
Properties=species:S:1:pos:R:3 method="wB97M-V/def2-TZVPD" total_charge=0 relative_energy_ev=3.531 e_lumo_ha=0.022 gap_ev=11.4
C -1.01773 -0.81225 0.77979
C -0.22658 0.28089 0.06772
C -0.30179 0.17300 -1.44387
C 1.23586 0.27858 0.58600
O 1.81818 -0.99393 0.40004
C -0.44728 2.06146 0.43916
N -1.54395 1.60893 0.51519
H -0.47158 -1.75158 0.64880
H -1.09368 -0.60364 1.85025
H -2.02539 -0.91259 0.37183
H -1.33825 0.22292 -1.78601
H 0.10971 -0.79669 -1.75074
H 0.26548 0.97223 -1.93099
H 1.80901 1.06357 0.08211
H 1.23786 0.48031 1.66042
H 2.15446 -1.04344 -0.50270


Entry 7:
16
Properties=species:S:1:pos:R:3 method="wB97M-V/def2-TZVPD" total_charge=0 relative_energy_ev=0.986 e_lumo_ha=0.024 smiles=C[C@@H](O)[C@@H](C)C#N gap_ev=11.6
C 0.16588 -0.49631 -1.57616
C -0.02271 0.68275 -0.63451
O -1.34458 1.17694 -0.66419
C 0.16864 0.38821 0.85949
C -0.56610 -0.85261 1.38309
C 1.59785 0.34659 1.20975
N 2.72599 0.32437 1.47348
H 1.16795 -0.93002 -1.47665
H 0.04259 -0.16328 -2.61460
H -0.58519 -1.26383 -1.36485
H 0.69487 1.47443 -0.90411
H -1.52898 1.49353 -1.55126
H -0.26143 1.28600 1.30240
H -0.48480 -0.90461 2.47338
H -0.14798 -1.77977 0.97470
H -1.62198 -0.78240 1.11003


Entry 8:
16
Properties=species:S:1:pos:R:3 method="wB97M-V/def2-TZVPD" total_charge=0 relative_energy_ev=2.934 e_lumo_ha=0.042 smiles=C[C@H]1N[C@H]1[C@H]1CO1 gap_ev=10.4
C 1.34934 -0.55826 1.53876
C 0.78589 -1.23881 0.31446
N -0.65694 -1.45591 0.17650
C 0.02193 -0.56751 -0.76474
C -0.31110 0.89677 -0.78853
C -1.66099 1.31965 -1.16544
O -1.22283 1.37718 0.18977
H 2.35068 -0.15436 1.35067
H 1.43934 -1.29448 2.34636
H 0.70804 0.25634 1.89146
H 1.36717 -2.10502 -0.00321
H -1.13837 -0.86461 0.85666
H 0.11324 -0.98539 -1.76803
H 0.51277 1.58010 -1.00274
H -1.81565 2.28344 -1.65001
H -2.41247 0.55920 -1.37871


Entry 9:
16
Properties=species:S:1:pos:R:3 method="wB97M-V/def2-TZVPD" total_charge=0 relative_energy_ev=0.959 e_lumo_ha=0.034 smiles="C[C@H]1CN(C)C1=O" gap_ev=10.3
C -0.85620 -1.92737 -0.51588
C 0.38464 -1.05204 -0.48443
C 0.22577 0.39232 -1.02996
N 0.50058 0.87632 0.32204
C 0.20391 2.13165 0.96672
C 0.59487 -0.37059 0.87527
O 0.69605 -0.74035 2.02133
H -1.72094 -1.37559 -0.12749
H -0.71720 -2.80601 0.12179
H -1.08605 -2.25891 -1.53301
H 1.26800 -1.57670 -0.86093
H 0.95545 0.71538 -1.78102
H -0.78935 0.62938 -1.37437
H -0.38598 1.93095 1.86685
H 1.11058 2.67673 1.24728
H -0.38413 2.75484 0.28580


Entry 10:
16
Properties=species:S:1:pos:R:3 method="wB97M-V/def2-TZVPD" total_charge=0 relative_energy_ev=1.134 e_lumo_ha=0.027 smiles=C[C@@H](O)[C@@H](C)C#N gap_ev=11.6
C 1.05304 -1.38389 0.06145
C 0.61714 -0.09030 0.72668
O 1.79095 0.69527 0.86014
C -0.47154 0.72223 -0.06081
C -0.87634 0.18824 -1.44332
C -1.66779 0.92629 0.77121
N -2.59827 1.09374 1.43942
H 0.21593 -2.07410 -0.08225
H 1.80103 -1.86472 0.69661
H 1.51611 -1.17920 -0.90819
H 0.21522 -0.32874 1.72099
H 1.61842 1.39390 1.50137
H -0.02603 1.71461 -0.20226
H -1.59577 0.86648 -1.91201
H -1.34082 -0.79958 -1.37426
H -0.00073 0.11823 -2.09477